Run i
Computed, not measured: C3H8N2OS in the gas phase, with ωB97M-V/def2-TZVPD.

Element x y z (Å)
H -0.85205 -1.12513 0.13513
N 0.93823 0.41285 -1.56682
H 1.41076 0.82311 1.44880
H -0.48681 -0.84370 -2.37600
N 0.47513 -0.83860 -2.00208
S -0.93497 0.48692 2.04077
O -1.23512 0.75236 -0.62429
H 0.87583 -0.93759 1.25808
C -1.37631 -0.18232 0.45344
H 1.19983 -0.18719 2.90763
C 0.86797 0.00044 1.90433
H 1.10501 -1.12765 -2.72569
C 0.05989 1.08531 -0.92035
H 0.38092 1.97940 -0.41131
H -2.42831 -0.29822 0.47837

Output
HOMO level = -8.96 eV
Charge = 0

Mulliken charges, unit e, in atom order: 0.358, -0.272, 0.234, 0.221, -0.409, -0.047, -0.391, 0.207, -0.467, 0.345, -0.703, 0.271, -0.182, 0.560, 0.276

Run ii
Computed, not measured: C3H8N2OS in the gas phase, with ωB97M-V/def2-TZVPD.

Element x y z (Å)
H -0.67436 -1.92846 -0.81615
H 0.75889 2.90755 -1.42247
H 0.68743 -0.01970 1.14922
N -1.37737 0.32969 0.78225
H 0.17178 2.75843 0.09293
C 0.66100 0.89590 -0.68251
H -0.61408 -3.28702 1.53922
C 0.17872 -1.52353 -0.08020
H -1.28221 1.39202 1.07981
C -0.00286 -0.14075 0.34066
H -2.00650 0.17414 0.01862
H 1.13658 -1.52124 -0.70312
O 1.22487 0.54562 -1.74889
N 0.56877 2.28143 -0.61471
S 0.56935 -2.86407 1.06535

Output
HOMO level = -9.13 eV
Charge = 0

Mulliken charges, unit e, in atom order: 0.325, 0.236, 0.248, -0.560, 0.127, 0.449, 0.119, -0.800, 0.270, 0.298, 0.279, 0.244, -0.637, -0.380, -0.218

Run iii
Computed, not measured: C3H8N2OS in the gas phase, with ωB97M-V/def2-TZVPD.

Element x y z (Å)
N 1.22063 -0.32824 0.04544
C -0.79735 0.11182 1.48782
H -0.73377 -0.77174 -0.50653
O 2.54601 1.05880 -1.29985
C 1.46837 0.41776 -1.17088
H -1.04202 1.12877 0.99201
H -3.11563 -0.36425 1.20621
H 0.39720 1.57967 -2.33199
H 0.14768 -0.02064 -2.80830
C -0.09580 -0.79432 0.45073
H -0.11418 -1.76259 0.94543
S -2.29481 -0.69379 2.15579
H 2.15878 -0.47137 0.42271
N 0.41419 0.59387 -2.02957
H -0.15930 0.31623 2.44100

Output
HOMO level = -9.23 eV
Charge = 0

Mulliken charges, unit e, in atom order: -0.138, -0.620, 0.219, -0.611, 0.422, 0.289, 0.107, 0.234, 0.222, -0.382, 0.373, -0.196, 0.225, -0.442, 0.299

According to the calculations, the structures order from most to least stable as run iii, run ii, run i.

Run i
Computed, not measured: a 2-piece molecular cluster, C3H8N2OS overall, with ωB97M-V/def2-TZVPD.

Element x y z (Å)
H 1.91290 1.43862 0.53681
H -1.58703 -2.06408 -1.78238
C 0.92759 1.06322 0.80393
H -0.18539 -3.61100 -0.00652
S -0.53966 0.49765 -1.33775
N -1.03777 -3.27507 -0.48131
H 0.30679 2.98525 -0.01934
C -0.14360 2.14234 0.51961
N -0.73730 -2.38831 -1.29085
O -1.18616 1.58494 -0.24367
C 0.55668 -0.15761 -0.03616
H -0.60643 2.51659 1.43691
H -0.01250 -0.87540 0.55373
H 0.93727 0.79359 1.86059
H 1.39461 -0.65071 -0.51361

Output
HOMO level = -8.45 eV
Charge = 0

Mulliken charges, unit e, in atom order: 0.274, 0.255, -0.551, 0.243, -0.068, -0.467, 0.232, -0.242, -0.040, -0.347, -0.505, 0.281, 0.224, 0.262, 0.449

Run ii
Computed, not measured: a 2-piece molecular cluster, C3H8N2OS overall, with ωB97M-V/def2-TZVPD.

Element x y z (Å)
H -2.05601 0.40972 0.76554
C -1.25936 0.89940 0.32092
H 2.78916 0.88669 0.33379
H -0.74427 1.48840 1.08856
C -1.10425 -2.58701 -1.15791
N 0.76313 -0.62464 1.08102
H -0.64893 -3.21696 -0.53458
H 1.94896 1.57611 1.94548
H -1.58607 -3.01058 -2.07544
C 2.07703 1.64479 0.83966
H -1.54745 1.55359 -0.41459
N -1.00655 -1.33631 -1.10392
S -0.02401 -0.34623 -0.04940
H 0.75493 0.11301 -1.19063
O 1.64365 2.55000 0.15151

Output
HOMO level = -9.03 eV
Charge = 0

Mulliken charges, unit e, in atom order: 0.382, -0.930, 0.293, 0.336, -0.217, -0.601, 0.323, 0.303, 0.235, -0.203, 0.372, -0.344, 0.322, 0.169, -0.441

Run iii
Computed, not measured: C3H8N2OS in the gas phase, with ωB97M-V/def2-TZVPD.

Element x y z (Å)
H -0.94889 0.52975 1.08319
H 0.77599 1.70105 2.26568
H -1.52520 1.77518 0.01678
C -0.61673 1.31589 0.41511
N -0.16692 -0.48726 -1.26632
N 0.59735 -1.80395 0.47799
H 0.31971 1.48675 -1.51824
C 0.27996 0.77300 -0.70716
H 1.30255 0.66081 -0.34979
C -0.17342 -1.71153 -0.63980
H -0.85081 -0.47015 -2.00832
O -0.81147 -2.65342 -1.07036
S 0.23666 2.58736 1.41954
H 0.55571 -2.68632 0.95535
H 1.02550 -1.01716 0.92637

Output
HOMO level = -9.43 eV
Charge = 0

Mulliken charges, unit e, in atom order: 0.366, 0.113, 0.337, -0.576, -0.161, -0.339, 0.387, -0.810, 0.381, 0.502, 0.232, -0.653, -0.186, 0.228, 0.179

Run iv
Computed, not measured: a 2-piece molecular cluster, C3H8N2OS overall, with ωB97M-V/def2-TZVPD.

Element x y z (Å)
N -0.84332 -1.38604 0.39330
H -1.65579 -0.81358 0.57813
N 2.29934 -0.40041 -1.14260
H 0.20726 1.67566 -0.50950
H 3.24999 -0.27086 -0.82345
H -0.32964 -1.58759 1.24366
H 0.26259 1.08825 1.14796
O 1.74788 -1.22121 0.98616
S -2.22192 1.54983 -0.05877
C 0.43306 0.80483 0.10736
H -0.27753 -0.53202 -1.45196
H 2.22289 -1.12121 -1.84585
C 1.45861 -0.58802 -0.01668
C 0.02068 -0.60041 -0.41629
H -2.58109 1.95744 1.16442

Output
HOMO level = -8.90 eV
Charge = 0

Mulliken charges, unit e, in atom order: -0.496, 0.313, -0.513, 0.481, 0.269, 0.315, 0.408, -0.600, -0.352, -0.972, 0.287, 0.261, 0.697, -0.219, 0.121

According to the calculations, the structures order from most to least stable as run iii, run i, run iv, run ii.

Run i
Computed, not measured: C3H8N2OS in the gas phase, with ωB97M-V/def2-TZVPD.

Element x y z (Å)
H -0.27258 0.73691 1.94628
H 1.85580 0.40035 0.93049
C -0.52855 -1.10730 0.86356
O 2.51284 0.20190 -1.32355
N 0.35292 0.66010 -1.84783
S -2.22838 -1.46494 1.36254
N 1.07672 0.71705 0.36592
H -0.37949 -1.48339 -0.14323
C 1.39083 0.50219 -0.96496
H -1.01120 0.92785 0.37418
C -0.22990 0.38730 0.91531
H 0.62072 0.72860 -2.81550
H -0.44794 1.22825 -1.63063
H 0.08921 -1.62288 1.59723
H -2.80100 -0.81199 0.37017

Output
HOMO level = -9.31 eV
Charge = 0

Mulliken charges, unit e, in atom order: 0.339, 0.262, -0.529, -0.631, -0.363, -0.206, -0.248, 0.364, 0.457, 0.338, -0.662, 0.255, 0.189, 0.334, 0.102

Run ii
Computed, not measured: a 2-piece molecular cluster, C3H8N2OS overall, with ωB97M-V/def2-TZVPD.

Element x y z (Å)
C 1.15603 0.08498 0.15351
H -2.87709 0.10403 1.84411
C 0.15372 -0.49936 -1.14244
H -1.17259 -0.77698 0.34602
S -1.64404 0.63794 1.89730
H 0.73504 -0.03015 1.16029
H 3.01158 0.84598 0.09773
H 2.75201 -0.40603 -0.98175
N -0.95060 -1.05772 -0.65078
H 0.82203 1.66596 -1.30907
H -1.13881 -1.98992 -0.97578
C 0.39257 1.02722 -0.57829
O 0.78873 -0.89735 -2.09310
N 2.56028 -0.04603 -0.05293
H -0.50549 1.33482 -0.03263

Output
HOMO level = -7.62 eV
Charge = 0

Mulliken charges, unit e, in atom order: 0.229, 0.069, 0.744, 0.012, -0.676, 0.250, 0.273, 0.311, -0.219, 0.328, 0.264, -0.410, -0.583, -0.618, 0.027

According to the calculations, the structures order from most to least stable as run i, run ii.